This record from OMol25 describes a 2-piece molecular cluster, C2H10NO5PS2Si overall. The level of theory is ωB97M-V/def2-TZVPD.

Geometry as XYZ:
```
22
Properties=species:S:1:pos:R:3:nbo_charge:R:1
O 3.463 -0.527 -1.933 -0.90
S 2.351 -0.158 -1.133 2.56
O 1.540 -1.162 -0.535 -0.92
O 1.463 0.865 -1.964 -0.69
C 1.232 2.073 -1.211 -0.11
C 2.496 2.211 -0.382 -0.10
O 2.781 0.857 0.014 -0.69
H 0.343 1.939 -0.596 0.22
H 1.091 2.880 -1.925 0.21
H 2.362 2.794 0.524 0.22
H 3.332 2.598 -0.966 0.20
N -2.587 -0.809 -0.869 -1.16
P -1.525 -0.059 0.271 0.91
O -2.598 0.692 1.265 -0.99
Si -0.922 -1.827 1.615 0.57
S -2.484 -2.435 2.959 -0.43
H -2.089 -1.439 -1.490 0.39
H -3.350 -1.337 -0.450 0.36
H -3.353 0.167 1.552 0.49
H -0.484 -2.958 0.766 -0.14
H 0.183 -1.392 2.495 -0.14
H -3.246 -2.973 1.990 0.14
```

As for the LUMO energy: 0.32 eV. As for the structure (SMILES): O=S1(=O)OCCO1.NP(O)[SiH2]S. For the maximum force, the calculation gives 0.471 eV Å⁻¹. Its HOMO-LUMO gap is 8.61 eV.

=====

This record from OMol25 describes C13H52AlN26O13 as an isolated structure at a distorted geometry. The level of theory is ωB97M-V/def2-TZVPD.

Geometry as XYZ:
```
105
Properties=species:S:1:pos:R:3:lowdin_charge:R:1
Al 6.820 -2.256 -2.023 1.54
C 3.650 -3.439 -0.013 -0.68
O 4.202 -2.765 -0.916 -0.01
N 3.052 -2.929 1.052 0.20
N 3.534 -4.724 -0.161 0.20
H 2.505 -3.546 1.635 0.12
H 3.052 -1.938 1.249 0.13
H 3.034 -5.149 0.608 0.12
H 3.244 -5.060 -1.068 0.10
C 7.162 1.360 -3.340 -0.65
O 7.141 0.725 -2.259 -0.03
N 8.157 1.179 -4.240 0.21
N 6.287 2.258 -3.693 0.19
H 8.863 0.485 -4.043 0.08
H 8.291 1.795 -5.029 0.12
H 6.466 2.871 -4.475 0.14
H 5.832 2.539 -2.836 0.13
C 6.498 -1.375 -6.129 -0.78
O 6.843 -1.801 -5.068 0.04
N 5.313 -1.404 -6.644 0.19
N 7.323 -0.798 -6.999 0.18
H 5.223 -0.955 -7.544 0.13
H 4.611 -1.722 -5.991 0.12
H 6.866 -0.555 -7.866 0.11
H 8.292 -1.058 -6.883 0.13
C 3.494 -0.360 -3.542 -0.69
O 4.506 -0.818 -3.004 -0.02
N 3.498 0.766 -4.156 0.21
N 2.344 -1.107 -3.437 0.17
H 2.539 1.013 -4.353 0.13
H 4.259 1.424 -4.253 0.10
H 1.436 -1.008 -3.868 0.11
H 2.332 -1.817 -2.719 0.09
C 9.175 0.259 0.343 -0.78
O 8.861 -0.823 -0.136 0.00
N 10.041 0.407 1.343 0.19
N 8.600 1.339 0.074 0.21
H 10.118 1.299 1.810 0.12
H 10.372 -0.470 1.721 0.11
H 7.858 1.294 -0.610 0.07
H 8.877 2.213 0.499 0.14
C 7.050 -3.137 1.803 -0.73
O 7.068 -3.552 0.679 0.04
N 6.019 -3.187 2.627 0.17
N 8.080 -2.542 2.394 0.20
H 6.011 -2.989 3.618 0.13
H 5.205 -3.728 2.372 0.10
H 8.937 -2.430 1.872 0.09
H 7.944 -2.174 3.325 0.12
C 10.581 -1.120 -2.939 -0.77
O 9.391 -1.124 -2.884 0.01
N 11.253 -1.600 -3.983 0.20
N 11.325 -0.580 -2.044 0.22
H 10.861 -1.969 -4.838 0.12
H 12.256 -1.504 -3.927 0.11
H 12.314 -0.765 -1.949 0.14
H 10.737 -0.066 -1.403 0.10
C 5.814 0.345 1.125 -0.79
O 6.003 -0.407 0.176 0.00
N 5.721 -0.110 2.304 0.21
N 5.705 1.630 1.004 0.19
H 5.930 -1.073 2.525 0.08
H 5.634 0.643 2.971 0.13
H 5.555 2.171 1.844 0.13
H 5.542 1.990 0.075 0.13
C 3.744 -4.613 -3.485 -0.78
O 4.630 -3.813 -3.353 0.03
N 2.553 -4.432 -3.974 0.18
N 3.758 -5.905 -3.242 0.16
H 2.455 -3.490 -4.325 0.10
H 1.934 -5.187 -4.233 0.13
H 4.622 -6.349 -2.965 0.11
H 2.978 -6.485 -3.514 0.13
C 7.908 -5.124 -4.564 -0.76
O 8.187 -4.285 -3.783 0.08
N 6.717 -5.620 -4.742 0.21
N 8.794 -5.757 -5.340 0.19
H 6.617 -6.455 -5.302 0.14
H 6.014 -5.442 -4.039 0.06
H 8.519 -6.000 -6.281 0.09
H 9.791 -5.640 -5.224 0.12
C 6.297 -4.793 -8.215 -0.81
O 7.467 -4.672 -7.895 0.03
N 5.743 -5.440 -9.235 0.18
N 5.440 -4.370 -7.443 0.17
H 4.766 -5.529 -9.475 0.12
H 6.411 -5.745 -9.929 0.12
H 5.722 -3.996 -6.548 0.10
H 4.447 -4.505 -7.567 0.13
C 7.094 -6.190 -1.052 -0.80
O 6.592 -5.177 -1.556 -0.02
N 7.953 -6.932 -1.649 0.21
N 6.711 -6.655 0.068 0.21
H 8.121 -7.801 -1.162 0.14
H 8.185 -6.676 -2.598 0.12
H 7.377 -7.230 0.564 0.13
H 5.974 -6.256 0.633 0.12
C 10.186 -4.086 -0.260 -0.76
O 9.474 -3.458 -1.110 -0.01
N 11.100 -3.572 0.413 0.21
N 9.989 -5.276 0.092 0.22
H 11.297 -2.608 0.181 0.12
H 11.601 -4.088 1.121 0.14
H 10.523 -5.772 0.792 0.14
H 9.189 -5.722 -0.334 0.08
```

As for the LUMO energy: -11.17 eV. As for the net charge: +3. For the maximum force, the calculation gives 10.440 eV Å⁻¹. For the energy relative to the best compared isomer or geometry (same formula, charge and spin), the calculation gives 0.00 kcal/mol. Its HOMO-LUMO gap is 4.18 eV.